The molecule C7H14OS2. Source: the OMol25 dataset; level of theory: ωB97M-V/def2-TZVPD.

Structure (XYZ):
```
24
Properties=species:S:1:pos:R:3:lowdin_charge:R:1
C 2.347 1.406 -0.381 -0.613
C 2.813 0.062 0.041 -0.368
C 0.231 0.000 0.588 -0.492
C -2.051 0.816 0.966 -0.020
C -1.512 -1.651 0.150 -0.070
C -1.242 0.251 -1.407 -0.066
C -1.235 -0.186 0.122 -0.636
O 1.576 -2.181 0.628 -0.521
S 1.048 1.959 0.690 0.829
S 1.379 -1.076 -0.327 0.903
H 3.027 2.112 -0.646 0.045
H 1.705 1.186 -1.259 0.056
H 3.710 -0.305 -0.454 0.092
H 2.794 -0.103 1.177 0.111
H 0.265 -0.382 1.623 0.099
H -1.220 1.277 1.561 0.055
H -2.783 0.340 1.502 0.055
H -2.443 1.519 0.291 0.063
H -2.444 -1.790 -0.336 0.079
H -0.777 -2.271 -0.491 0.101
H -1.441 -2.048 1.125 0.082
H -1.120 1.393 -1.552 0.109
H -2.212 0.009 -1.782 0.066
H -0.412 -0.337 -1.829 0.041
```

Calculated values
LUMO energy in eV: 0.3
M in g/mol: 178.32
HOMO in eV: -8.96
Calculated total energy in eV: -31201.272
Gap between HOMO and LUMO in eV: 9.3

---

The molecule C11H8Cl2N2S2. Source: the OMol25 dataset; level of theory: ωB97M-V/def2-TZVPD.

Structure (XYZ):
```
25
Properties=species:S:1:pos:R:3:lowdin_charge:R:1
Cl 4.628 -2.061 2.033 0.622
Cl -0.136 -4.316 -0.585 0.624
N -1.800 0.913 -1.264 0.056
N 0.113 0.412 0.031 0.120
S 2.579 -3.880 0.709 0.977
S -1.183 2.728 0.634 0.951
C 1.032 5.137 2.342 0.014
C 3.138 -2.304 1.157 -1.007
C 1.130 -3.201 -0.036 -0.868
C 2.293 -1.350 0.747 -0.164
C 1.130 -1.820 0.002 -0.242
C 0.170 4.083 2.498 -0.264
C -0.907 1.224 -0.314 -0.618
C -1.701 -0.272 -1.863 -0.112
C 0.145 -0.818 -0.502 -0.226
C -0.756 -1.213 -1.477 -0.027
C 0.319 2.838 1.673 -0.516
H 1.846 5.170 1.613 0.061
H 0.914 6.055 2.898 0.043
H 2.492 -0.281 0.977 0.127
H -0.707 4.046 3.173 0.101
H -2.406 -0.516 -2.661 0.116
H -0.727 -2.186 -1.958 0.075
H 0.410 1.945 2.334 0.089
H 1.214 2.898 1.069 0.068
```

Calculated values
LUMO energy in eV: -0.2
M in g/mol: 303.24
HOMO in eV: -8.80
Calculated total energy in eV: -61231.126
Gap between HOMO and LUMO in eV: 8.6
Structure (SMILES): C=CCSc1nccc(-c2cc(Cl)sc2Cl)n1